1.
DFT (ωB97M-V/def2-TZVPD) results for a 2-piece molecular cluster, C3H4ClNS overall at a distorted geometry.

CARTESIAN COORDINATES (ANGSTROEM)
S  2.333  2.187  -0.003
N  2.394  0.648  0.002
C  2.124  -0.507  -0.042
Cl  2.478  -2.088  0.039
C  -1.708  0.064  0.632
C  -1.407  -0.150  -0.632
H  -2.684  -0.145  1.036
H  -0.983  0.463  1.324
H  -2.123  -0.539  -1.339
H  -0.424  0.067  -1.016

Output
Lowest unoccupied orbital energy (alpha / beta) ... -0.317 / -0.318 eV
HOMO-LUMO gap (alpha / beta) ... 8.286 / 8.285 eV
Total energy ... -1029.72246 a.u.
SMILES ... [S-][N+]#CCl.C=C
Energy above the lowest of the compared OMol25 structures with the same formula, charge and spin ... 282.46 kJ/mol
M ... 121.6 g mol⁻¹

=====

2.
DFT (ωB97M-V/def2-TZVPD) results for C12H4Br2NO5RuS as an isolated structure at a distorted geometry.

CARTESIAN COORDINATES (ANGSTROEM)
Ru  0.404  -1.291  -1.549
O  -1.799  -1.746  -4.995
C  -1.186  -1.758  -3.986
O  -0.024  -1.775  -3.558
C  -2.369  -1.804  -2.436
O  -3.506  -1.852  -2.748
O  -1.635  -1.797  -1.437
Br  -0.685  3.756  -1.519
C  -0.301  2.629  -0.069
C  -0.228  3.115  1.231
C  0.065  2.272  2.280
Br  0.155  3.009  4.017
C  0.303  0.897  2.075
C  0.594  -0.038  3.077
C  0.805  -1.356  2.718
C  0.729  -1.736  1.390
N  0.456  -0.871  0.418
C  0.240  0.428  0.739
C  -0.063  1.274  -0.365
O  -0.116  0.808  -1.571
H  -0.406  4.165  1.418
H  0.652  0.262  4.113
H  1.028  -2.092  3.477
H  0.875  -2.759  1.068
S  3.752  -0.722  -1.995
C  2.263  -1.017  -1.793

Output
Lowest unoccupied orbital energy (alpha / beta) ... -1.496 / -2.075 eV
HOMO-LUMO gap (alpha / beta) ... 6.534 / 5.958 eV
Total energy ... -6531.73610 a.u.
Energy above the lowest of the compared OMol25 structures with the same formula, charge and spin ... 16.99 kJ/mol
M ... 535.1 g mol⁻¹
Multiplicity ... 2

=====

3.
DFT (ωB97M-V/def2-TZVPD) results for C42H39N10O3PtS2 as an isolated structure at a distorted geometry.

CARTESIAN COORDINATES (ANGSTROEM)
Pt  1.146  -0.223  -0.388
C  1.454  3.192  2.764
C  1.898  2.089  1.848
O  1.078  1.241  1.475
N  3.179  2.119  1.468
C  3.827  1.099  0.649
C  3.720  -0.231  1.359
C  4.636  -0.611  2.322
C  4.404  -1.778  3.056
C  3.283  -2.519  2.801
C  2.397  -2.110  1.767
N  2.633  -0.956  1.085
H  1.037  3.999  2.161
H  2.268  3.584  3.365
H  0.661  2.822  3.410
H  3.759  2.872  1.810
H  4.867  1.388  0.499
H  3.317  1.016  -0.328
H  5.519  -0.022  2.497
H  5.097  -2.070  3.828
H  3.032  -3.412  3.352
H  0.778  -2.453  0.729
N  -1.909  -8.233  0.686
C  -1.169  -7.242  0.169
C  -0.055  -6.738  0.877
C  0.699  -5.709  0.362
C  0.360  -5.162  -0.871
C  -0.733  -5.635  -1.587
C  -1.500  -6.657  -1.076
S  1.345  -3.888  -1.634
O  1.618  -4.147  -2.991
O  2.651  -3.862  -0.787
N  0.781  -2.398  -1.340
C  -0.211  -1.919  -2.099
N  -0.963  -2.713  -2.850
C  -1.867  -2.142  -3.621
C  -2.060  -0.762  -3.643
C  -1.282  -0.014  -2.779
N  -0.368  -0.584  -2.005
H  -1.640  -8.684  1.548
H  -2.641  -8.667  0.143
H  0.220  -7.187  1.818
H  1.558  -5.364  0.908
H  -0.943  -5.195  -2.548
H  -2.344  -7.033  -1.635
H  -2.452  -2.812  -4.236
H  -2.785  -0.296  -4.286
H  -1.380  1.061  -2.707
N  1.367  -2.877  1.446
S  -0.485  -3.223  2.907
C  -0.842  -1.693  3.756
C  -2.170  -1.356  4.010
C  -2.447  -0.208  4.728
C  -1.414  0.605  5.177
C  -0.095  0.259  4.916
C  0.199  -0.900  4.219
C  -1.626  -3.022  1.564
C  -2.462  -4.081  1.229
C  -3.424  -3.903  0.252
C  -3.564  -2.672  -0.373
C  -2.712  -1.626  -0.049
C  -1.729  -1.796  0.909
H  2.454  -3.648  0.154
H  -2.973  -1.994  3.671
H  -3.475  0.046  4.935
H  -1.634  1.494  5.746
H  0.717  0.882  5.261
H  1.222  -1.185  4.021
H  -2.378  -5.016  1.762
H  -4.100  -4.709  0.011
H  -4.348  -2.522  -1.099
H  -2.840  -0.668  -0.528
H  -1.084  -0.967  1.193
N  0.307  6.483  -3.730
C  -0.347  7.688  -3.705
C  -0.380  8.773  -4.565
C  -1.180  9.856  -4.201
C  -1.979  9.830  -3.056
C  -1.978  8.745  -2.203
C  -1.165  7.648  -2.540
N  -1.006  6.456  -1.937
C  -0.112  5.778  -2.642
C  0.286  4.446  -2.241
C  1.352  3.717  -2.779
C  1.615  2.449  -2.285
N  0.895  1.887  -1.316
C  -0.133  2.568  -0.803
C  -0.463  3.838  -1.221
H  0.955  6.187  -4.444
H  0.157  8.774  -5.500
H  -1.180  10.740  -4.821
H  -2.597  10.686  -2.829
H  -2.545  8.736  -1.286
H  1.981  4.119  -3.558
H  2.432  1.868  -2.691
H  -0.701  2.077  -0.023
H  -1.288  4.381  -0.787

Output
Lowest unoccupied orbital energy (alpha / beta) ... -7.726 / -11.503 eV
HOMO-LUMO gap (alpha / beta) ... 5.654 / 1.873 eV
Total energy ... -3311.88123 a.u.
Net charge ... +3
M ... 991.1 g mol⁻¹
Multiplicity ... 5

=====

4.
DFT (ωB97M-V/def2-TZVPD) results for a 2-piece molecular cluster, C6H8N2O2 overall at a distorted geometry.

CARTESIAN COORDINATES (ANGSTROEM)
O  0.841  -1.674  -0.629
C  -0.214  -1.137  -0.365
C  -1.486  -1.732  0.074
C  -2.280  -0.774  0.674
N  -2.164  0.573  0.497
C  -1.242  1.193  -0.309
O  -1.211  2.366  -0.199
N  -0.248  0.258  -0.760
H  -1.771  -2.756  -0.045
H  -3.014  -1.245  1.472
H  -2.838  1.298  1.023
H  0.548  0.747  -1.314
C  3.625  -0.312  0.633
C  3.659  0.949  0.207
H  3.197  -0.422  1.647
H  3.906  -1.115  0.094
H  3.288  1.743  0.846
H  4.156  1.275  -0.750

Output
Lowest unoccupied orbital energy ... 0.431 eV
HOMO-LUMO gap ... 9.668 eV
Total energy ... -493.36484 a.u.
SMILES ... O=c1cc[nH]c(=O)[nH]1.C=C
Energy above the lowest of the compared OMol25 structures with the same formula, charge and spin ... 215.36 kJ/mol
M ... 140.1 g mol⁻¹

=====

5.
DFT (ωB97M-V/def2-TZVPD) results for C33H39AuCl4N2O2S2Si as an isolated structure at a distorted geometry.

CARTESIAN COORDINATES (ANGSTROEM)
Au  -0.058  -1.396  0.405
S  2.087  -0.197  -1.134
C  1.209  1.241  -1.379
N  1.790  2.458  -1.515
C  1.051  3.453  -2.328
C  -0.351  3.642  -1.762
N  -1.026  2.342  -1.530
C  -2.375  2.411  -0.957
C  -3.272  3.343  -1.763
C  -3.510  3.110  -3.144
C  -4.236  4.055  -3.857
C  -4.781  5.184  -3.265
C  -4.590  5.355  -1.904
C  -3.922  4.413  -1.158
C  -0.265  1.208  -1.401
S  -1.040  -0.296  -1.450
C  3.204  2.650  -1.272
C  3.370  3.187  0.150
C  3.145  2.349  1.272
C  3.299  2.840  2.540
C  3.765  4.140  2.712
C  3.999  5.004  1.640
C  3.852  4.497  0.345
H  1.016  3.001  -3.346
H  1.651  4.388  -2.397
H  -0.979  4.248  -2.417
H  -0.339  4.229  -0.818
H  -2.292  2.665  0.127
H  -2.788  1.389  -0.995
H  -3.181  2.211  -3.688
H  -4.365  3.934  -4.922
H  -5.301  5.935  -3.875
H  -4.997  6.224  -1.405
H  -3.844  4.560  -0.081
H  3.582  3.405  -2.006
H  3.772  1.720  -1.379
H  2.833  1.303  1.102
H  3.094  2.194  3.405
H  3.963  4.511  3.728
H  4.333  6.013  1.803
H  4.088  5.138  -0.497
Cl  0.334  3.471  5.723
C  0.149  2.037  4.813
C  0.252  0.763  5.443
Cl  0.381  0.736  7.153
C  0.241  -0.398  4.686
Cl  0.235  -1.926  5.456
C  0.192  -0.355  3.251
O  0.355  -1.434  2.559
C  -0.020  0.979  2.590
O  -0.128  1.054  1.331
C  -0.031  2.141  3.458
Cl  -0.359  3.637  2.684
C  0.843  -4.376  1.925
Si  0.122  -3.840  0.296
C  -1.669  -4.573  0.114
C  -2.190  -4.409  -1.324
C  -2.612  -3.780  1.077
C  -1.700  -6.074  0.526
C  1.309  -4.385  -1.171
C  2.757  -4.022  -0.707
C  1.017  -3.644  -2.502
C  1.196  -5.895  -1.444
H  1.282  -5.374  1.852
H  0.096  -4.311  2.733
H  1.640  -3.661  2.213
H  -2.171  -3.351  -1.666
H  -3.286  -4.711  -1.318
H  -1.661  -5.057  -2.047
H  -2.772  -2.756  0.712
H  -2.213  -3.763  2.119
H  -3.612  -4.277  1.157
H  -1.205  -6.743  -0.155
H  -2.767  -6.402  0.512
H  -1.331  -6.273  1.536
H  2.900  -2.973  -0.395
H  3.408  -4.233  -1.585
H  3.123  -4.651  0.123
H  1.042  -2.536  -2.421
H  0.032  -3.917  -2.940
H  1.769  -3.920  -3.294
H  1.303  -6.532  -0.543
H  1.957  -6.201  -2.212
H  0.204  -6.121  -1.902

Output
Lowest unoccupied orbital energy (alpha / beta) ... -1.625 / -1.682 eV
HOMO-LUMO gap (alpha / beta) ... 4.954 / 6.251 eV
Total energy ... -4603.16409 a.u.
Energy above the lowest of the compared OMol25 structures with the same formula, charge and spin ... 48.24 kJ/mol
M ... 926.7 g mol⁻¹
Multiplicity ... 3